162
Properties=species:S:1:pos:R:3:forces:R:3:mulliken_charge:R:1 method="wB97M-V/def2-TZVPD" smiles="CN(C)P(=O)(N(C)C)N(C)C.CN(C)P(=O)(N(C)C)N(C)C.CN(C)P(=O)(N(C)C)N(C)C.CN(C)P(=O)(N(C)C)N(C)C.C[C@H]1COC(=O)O1.C[C@H]1COC(=O)O1.C[C@H]1COC(=O)O1.C[N+](=O)[O-]" max_force_ev_per_a=4.300 homo_lumo_gap_ev=8.4 spin_multiplicity=1 charge=0 e_lumo_ev=0.1687 e_homo_ha=-0.3010
C 5.48418 -2.28926 -1.88916 0.8407 -0.1589 0.3943 -1.08
N 6.24763 -2.73925 -0.71681 -1.2229 -0.3929 2.2365 0.51
C 7.51847 -3.45022 -1.05825 -0.7162 1.2224 0.7550 -1.08
P 5.80208 -2.20366 0.89730 -0.1232 -0.2438 -2.3863 0.53
O 6.28255 -3.06475 2.01541 0.0702 0.9323 -0.8371 -0.86
N 6.40626 -0.59271 0.92787 -0.0607 -1.3740 0.1661 0.18
C 6.13556 0.41971 -0.12499 0.6106 -1.0081 0.9222 -0.70
C 6.77183 -0.09215 2.26596 -0.0805 0.4586 -1.1386 -0.97
N 4.06879 -2.09702 0.82689 1.3516 1.0896 -0.5238 0.73
C 3.50643 -1.13606 1.83618 0.1427 -1.0792 -0.8354 -0.62
C 3.27389 -3.28820 0.50627 0.3902 -0.3689 1.3080 -1.06
H 4.65960 -1.60988 -1.67329 0.1038 -0.2846 0.3473 0.07
H 5.09709 -3.15856 -2.42075 0.1061 0.1182 -0.2164 0.36
H 6.19769 -1.72828 -2.49275 -0.1913 -0.0272 -0.6528 0.41
H 8.22575 -2.65164 -1.28215 0.4082 -0.2620 -0.5655 0.38
H 7.36386 -4.13541 -1.89174 -0.0629 0.2183 -0.1225 0.30
H 7.96954 -4.02423 -0.24883 -0.5303 0.0973 0.3026 0.29
H 5.26831 1.00888 0.17308 -0.0332 0.1993 -0.2503 0.32
H 7.02430 1.04383 -0.21845 -0.0473 0.2888 0.2435 0.33
H 6.01661 -0.01946 -1.11548 -0.2972 -0.1327 0.4162 0.04
H 7.40986 0.78583 2.16525 -0.0408 0.1789 -0.2261 0.36
H 5.84255 0.22831 2.73695 0.2579 -0.1002 0.8728 0.28
H 7.39663 -0.81705 2.78774 -0.6700 -0.1642 0.2245 0.28
H 3.77242 -0.10413 1.60710 0.1482 -0.0880 -0.0595 -0.04
H 2.41750 -1.17896 1.81422 0.0653 -0.1291 -0.0065 -0.18
H 3.86224 -1.39763 2.83271 -0.0505 0.0725 0.2654 0.40
H 3.03393 -3.78067 1.44860 -0.5376 -0.0795 0.2226 0.32
H 3.82665 -4.08501 0.00864 0.3831 0.5160 -0.4343 0.41
H 2.34946 -3.10074 -0.03998 0.0936 0.3675 -0.0654 0.13
C -1.43857 -5.12214 -4.34933 0.4318 -1.0871 0.3611 -1.10
N -0.99711 -3.97538 -5.05719 2.4376 2.1967 0.6314 0.39
C -2.00063 -3.38471 -5.91245 0.4192 0.1165 -0.1549 -1.00
P 0.25574 -2.99533 -4.26561 1.3252 -2.7223 -3.0537 -0.07
O -0.08588 -2.53267 -2.92457 -0.0580 0.9872 0.7022 -0.83
N 1.65814 -4.05049 -4.25856 -1.6385 0.3301 -0.0986 0.37
C 2.75200 -3.73244 -3.33705 -1.3288 0.9945 -0.3045 -1.30
C 1.91241 -5.18167 -5.14788 -0.3590 0.9136 0.6090 -1.22
N 0.72946 -1.84045 -5.41611 -1.3181 0.2203 1.9905 0.67
C 0.54856 -0.40260 -5.13018 -0.5324 -0.8322 -0.3689 -0.87
C 1.28564 -2.25114 -6.67203 0.7896 -0.1037 0.0270 -1.02
H -1.71076 -5.87950 -5.08446 -0.3090 -0.2154 0.0634 0.37
H -2.25453 -4.96640 -3.64360 -0.2557 0.2049 -0.0318 0.29
H -0.60427 -5.53587 -3.78288 0.0111 -0.0487 0.1084 0.29
H -2.28587 -4.12392 -6.66099 -0.2217 -0.0896 -0.0352 0.33
H -1.58317 -2.53960 -6.45984 -0.0680 0.1228 0.1420 0.28
H -2.88098 -3.07888 -5.34716 -0.2012 0.1332 -0.0386 0.29
H 3.71029 -4.10952 -3.69425 -0.2285 -0.2562 0.0758 0.55
H 2.81495 -2.64426 -3.33196 0.4156 0.1986 0.2444 0.23
H 2.47863 -4.02910 -2.32445 0.5074 -0.3112 0.1021 0.32
H 1.03996 -5.28780 -5.79259 0.2273 -0.3765 -0.0720 0.41
H 2.81205 -4.96143 -5.72254 0.0214 -0.1801 -0.3523 0.37
H 2.10511 -6.06306 -4.53621 -0.1658 -0.3516 -0.2168 0.36
H 0.81869 0.15229 -6.02863 -0.0385 0.0785 0.1179 0.38
H -0.51115 -0.26387 -4.91596 -0.0173 0.5166 0.0712 0.29
H 1.13079 -0.02551 -4.28940 0.1735 -0.1785 0.0195 0.06
H 0.82311 -3.16129 -7.05384 -0.2327 0.1321 -0.1215 0.34
H 2.34570 -2.47223 -6.54752 0.2608 -0.0253 -0.1969 0.21
H 1.19859 -1.42533 -7.37813 -0.1367 -0.2168 -0.1771 0.41
C -2.88101 1.94990 4.59707 -0.4720 -1.4886 0.1655 -1.34
N -1.97396 1.53602 5.67489 -1.6076 2.1519 1.3931 0.39
C -1.09219 0.43566 5.33425 0.4255 -0.1583 1.3109 -0.88
P -2.60839 1.70971 7.31522 0.8548 -0.0427 -2.0104 0.33
O -3.70340 0.71406 7.61822 1.7749 1.7883 0.3458 -0.87
N -1.14965 1.54058 8.17453 -0.2009 -1.8190 0.4156 0.49
C -1.23513 0.94799 9.52712 -0.2370 0.3566 -0.3537 -1.04
C -0.07211 2.49202 8.10263 -0.1066 1.3482 -0.9653 -1.23
N -3.02497 3.36785 7.54866 0.7898 -0.8793 -1.1175 0.33
C -2.43359 4.57013 6.88289 -0.2103 -1.3661 0.3619 -1.04
C -4.03745 3.65122 8.54061 -0.5904 -0.7720 -0.6745 -1.25
H -3.72682 2.56517 4.90391 0.4702 0.4752 0.2481 0.48
H -3.38572 1.03446 4.28830 -0.2294 -0.1505 -0.4174 0.40
H -2.36666 2.32531 3.71240 0.1631 0.3650 0.2073 0.40
H -0.09869 0.76561 5.63789 0.3729 -0.4125 -0.4109 0.11
H -1.10581 0.08582 4.30201 -0.1759 0.6442 -0.1350 0.21
H -1.32151 -0.44836 5.92924 -0.0746 -0.1830 0.1151 0.37
H -1.83263 1.58961 10.17474 -0.0251 0.0619 0.3341 0.29
H -1.69079 -0.04211 9.53973 0.0615 0.0617 -0.2470 0.28
H -0.22361 0.90651 9.93113 -0.0801 -0.1744 0.0343 0.35
H 0.90134 2.15617 8.45998 -0.3270 -0.4791 0.4461 0.43
H 0.16269 2.84591 7.09877 -0.3778 -0.4618 -0.4706 0.31
H -0.34079 3.43157 8.58549 0.1075 0.1582 0.6511 0.36
H -2.35484 5.38628 7.60108 -0.3683 0.0412 0.0251 0.40
H -1.40966 4.40820 6.54608 -0.1843 -0.3136 -0.2132 0.30
H -3.08032 4.80959 6.03880 0.1889 0.4833 -0.0506 0.30
H -4.69325 2.78200 8.59033 0.2219 -0.2480 0.5227 0.37
H -4.73739 4.39401 8.15791 0.3084 0.6358 0.3325 0.42
H -3.56744 3.86400 9.50077 -0.4468 0.3641 0.1667 0.30
C -2.44509 2.93222 -2.05865 -0.8849 -0.0277 0.5456 -1.10
N -3.18442 2.24884 -3.13771 0.8147 0.7607 -0.4387 0.93
C -2.98771 0.80482 -3.23646 -0.5383 -0.2162 0.4573 -1.01
P -4.58120 2.96811 -3.78506 1.6374 0.4523 -1.6668 0.04
O -5.80008 2.70814 -2.98889 0.3664 0.6585 -1.1229 -0.84
N -4.12154 4.64163 -4.03125 -1.6183 -0.5844 0.3736 0.31
C -5.24685 5.65143 -4.07821 0.7963 -0.6803 -0.2735 -1.15
C -2.83116 5.13140 -4.55192 -0.8874 -0.2191 0.4850 -1.12
N -4.59719 2.36331 -5.42460 1.2947 -0.7672 1.9494 0.31
C -5.84996 2.16879 -6.07916 -1.3464 1.1072 0.6282 -0.95
C -3.39770 2.40531 -6.25286 0.2323 -0.1593 0.3779 -0.87
H -1.50921 2.47018 -1.74439 0.3413 -0.2662 -0.9593 0.29
H -2.96979 2.88915 -1.10422 -0.5935 0.1943 0.0822 0.25
H -2.29436 3.98772 -2.28518 0.0816 -0.1671 -0.0163 0.43
H -3.15977 0.42204 -4.24243 0.1706 0.2177 -0.0829 0.45
H -3.66146 0.24164 -2.59071 -0.3875 0.0533 0.1073 0.12
H -2.00557 0.50808 -2.86846 0.3108 0.3115 -0.3553 0.14
H -5.04801 6.41812 -3.32938 -0.2571 0.0418 0.0291 0.36
H -5.35788 6.12270 -5.05478 0.6893 0.1575 -0.2762 0.36
H -6.24868 5.23289 -3.98198 0.3160 -0.4724 0.7690 0.32
H -2.77700 5.34073 -5.62026 -0.3720 -0.4013 -0.3289 0.25
H -2.66061 6.11846 -4.12213 0.3614 -0.0819 0.5078 0.32
H -2.06830 4.39847 -4.28930 0.1723 0.3234 -0.0623 0.41
H -5.73962 1.86298 -7.11955 -0.0620 -0.3696 0.3031 0.32
H -6.53996 1.60230 -5.45379 0.2605 -0.9451 -0.3606 0.30
H -6.40587 3.10620 -6.06017 -0.1016 0.5623 -0.6885 0.30
H -3.09507 3.42186 -6.50415 -0.1187 -0.0306 -0.4721 0.17
H -3.49126 1.76047 -7.12666 -0.5689 0.3999 -0.3084 0.46
H -2.51865 1.94193 -5.80493 -0.0185 0.1168 0.7486 0.22
C 1.64736 -2.11892 6.86505 -0.0033 0.5195 0.4847 -1.33
C 2.02514 -2.29763 5.41639 -1.2030 -0.7081 0.0212 0.66
C 1.99684 -3.73585 4.92172 2.4770 -1.9752 1.3784 -0.66
O 1.17646 -3.82640 3.80652 -0.7478 0.4198 -0.8176 -0.40
C 0.53646 -2.64801 3.68649 0.0403 -0.1308 -0.3769 0.46
O -0.24368 -2.35658 2.83423 -0.1579 -0.1601 -0.2754 -0.47
O 0.91224 -1.83361 4.65766 -0.3628 1.8652 -0.1260 -0.04
H 0.88977 -2.82554 7.20393 0.3794 -0.4420 -0.0596 0.41
H 1.13140 -1.17103 7.01801 0.2846 0.3525 -0.2775 0.10
H 2.53501 -2.09610 7.49724 -0.1221 -0.3329 0.1494 0.42
H 2.92489 -1.74317 5.14968 -0.0788 0.0047 -0.1401 0.19
H 1.69604 -4.45505 5.68355 -0.6879 0.2567 0.2178 0.33
H 2.97400 -4.14683 4.66799 0.2569 0.4230 -0.3683 0.35
C -3.94446 -1.65632 2.05007 -0.0519 0.3733 0.5936 -1.68
C -4.28860 -0.18895 1.73037 1.0735 -1.4246 -0.3068 1.61
C -4.20546 0.22407 0.28391 -0.5328 -0.1724 -0.3318 0.28
O -5.49245 0.76870 0.02205 -0.2208 0.8511 -0.7544 -0.30
C -6.22436 0.82645 1.14351 -3.4611 1.9408 -1.0048 0.49
O -7.31909 1.41697 1.22609 3.6191 -2.1119 0.0396 -0.63
O -5.61760 0.11994 2.06974 -0.5052 -0.0849 2.2387 -0.40
H -4.52064 -2.47485 1.61865 -0.4360 0.5376 -0.5869 0.39
H -4.09675 -1.78306 3.12190 0.3279 -0.0099 0.1520 0.46
H -2.90174 -1.85823 1.80498 0.0938 0.1875 0.1714 0.23
H -3.55914 0.44978 2.22837 -0.4492 -0.1064 0.7218 -0.43
H -4.09757 -0.63661 -0.37617 0.4992 0.2579 -0.1907 0.20
H -3.45937 1.01548 0.21233 0.0638 -0.3027 -0.7048 -0.18
C 1.68039 3.20421 -3.03999 -0.9211 0.9242 0.7854 -1.26
C 3.07525 2.73981 -2.77634 0.9073 0.4590 -0.5932 0.19
C 3.40673 1.71593 -1.69032 -1.7157 1.5348 0.5545 0.30
O 4.08961 0.71058 -2.37057 0.2917 -0.5023 1.0372 0.12
C 4.00331 0.92091 -3.68131 1.5941 -2.1205 -1.6274 0.39
O 4.46813 0.15242 -4.48755 -0.5996 0.6858 0.5399 -0.62
O 3.41253 2.05076 -3.94068 -0.1697 -0.6281 -2.3288 -0.41
H 1.37892 3.97263 -2.32811 -0.1272 -0.0114 0.0926 0.45
H 0.94111 2.40395 -3.00631 0.1986 -0.3233 0.3141 0.10
H 1.54271 3.62451 -4.03623 0.5398 0.1265 0.0109 0.39
H 3.88588 3.46847 -2.78201 -0.6929 1.0460 0.5738 0.38
H 2.45587 1.36836 -1.28639 0.1917 -0.4569 0.3865 -0.48
H 3.98078 2.24069 -0.92666 0.1717 -0.6523 0.0923 0.43
C 0.00659 -0.64775 -0.28330 -0.3496 -0.9480 -0.2669 -0.38
N -0.16481 0.16262 0.92153 1.0111 -0.2872 -1.9384 1.15
O -1.22784 0.37554 1.36090 -3.8616 0.1596 1.2133 -0.49
O 0.82796 0.63908 1.34939 3.0601 1.2118 1.4243 -0.61
H -0.92889 -0.64356 -0.84271 0.3206 0.0737 -0.1433 0.34
H 0.17395 -1.65738 0.09188 0.0843 -0.0859 -0.1972 0.28
H 0.89630 -0.27261 -0.78905 -0.3626 -0.2055 -0.1379 -0.18